Record 1
21
Properties=species:S:1:pos:R:3 method="wB97M-V/def2-TZVPD" homo_lumo_gap_ev="9.84 / 3.61" de_lowest_ev=0.048 total_energy_ev=-17685.410 s_squared=0.76 homo_ev="-17.65 / -17.14" spin_multiplicity=2 total_charge=+2
In 0.34517 0.15843 -1.81498
C 2.39303 -1.71946 1.04665
C 3.31125 -1.28573 -0.16700
O 3.09181 0.02834 -0.67735
O 1.04640 -1.39193 0.74369
H 2.46630 -1.22297 2.01424
H 2.55639 -2.78967 1.17339
H 3.02827 -1.94259 -0.98953
H 4.29342 -1.66142 0.11987
H 3.39118 0.60417 0.03003
H 0.57971 -1.90664 1.40617
C -2.94340 0.72038 0.07229
C -2.62304 2.15317 -0.45819
O -1.96047 2.08898 -1.72329
O -1.81552 -0.12033 0.20815
H -3.64634 0.17760 -0.55966
H -3.48656 0.96947 0.98389
H -1.92523 2.56789 0.26926
H -3.56161 2.70728 -0.44651
H -2.65720 2.44741 -2.27801
H -1.88362 -0.58229 1.04693

Record 2
12
Properties=species:S:1:pos:R:3 method="wB97M-V/def2-TZVPD" homo_lumo_gap_ev=7.90 de_lowest_ev=5.490 total_energy_ev=-7323.795 homo_ev=-7.97 spin_multiplicity=1
O -0.51877 2.47028 -0.88245
C 0.19849 2.14568 0.03255
C 0.59269 0.72113 0.37000
C -0.04815 -0.29770 -0.52356
C -0.36580 -1.59076 -0.18865
C -0.59830 -2.72588 0.45568
H 0.62922 2.91363 0.71006
H 0.31517 0.55098 1.41808
H 1.69299 0.67478 0.34403
H -1.39558 -1.30537 -0.57271
H -0.46948 0.09216 -1.44750
H -0.03249 -3.64892 0.28448

Record 3
60
Properties=species:S:1:pos:R:3 method="wB97M-V/def2-TZVPD" homo_lumo_gap_ev=9.47 smiles="CN(C)C=O.CN(C)C=O.CN(C)C=O.CN(C)C=O.CN(C)C=O" de_lowest_ev=4.131 total_energy_ev=-33808.772 homo_ev=-8.95 spin_multiplicity=1
C 17.58209 4.64000 -15.91783
N 17.57872 3.98583 -14.66558
C 16.78321 4.71393 -13.61985
C 18.42633 2.92189 -14.45446
O 19.24829 2.44076 -15.25944
H 18.27039 5.48454 -15.88462
H 16.65165 5.10885 -16.23805
H 17.86497 4.06891 -16.80209
H 17.15590 4.25749 -12.70287
H 16.98145 5.78119 -13.71857
H 15.71045 4.53875 -13.70114
H 18.19966 2.58970 -13.42954
C 22.76490 2.87612 -17.52477
N 22.66411 4.31187 -17.20763
C 21.28248 4.74645 -16.87717
C 23.65237 5.06113 -17.62546
O 23.65198 6.24012 -17.57631
H 23.68689 2.43136 -17.15030
H 22.74270 2.66730 -18.59435
H 22.00085 2.33694 -16.96477
H 21.17033 5.82361 -16.75376
H 20.62297 4.43548 -17.68738
H 20.91961 4.34158 -15.93244
H 24.57716 4.55335 -17.94032
C 24.60014 -2.04604 -20.36875
N 24.71493 -0.62908 -20.57875
C 26.01052 -0.01776 -20.98174
C 23.56034 0.17091 -20.60340
O 23.54561 1.40385 -20.87172
H 24.96389 -2.57050 -21.25234
H 23.66706 -2.44854 -19.97447
H 25.36435 -2.33531 -19.64736
H 26.40081 0.00649 -21.99917
H 26.03248 1.02142 -20.65352
H 26.76553 -0.48568 -20.35000
H 22.67814 -0.47266 -20.46285
C 20.17276 -1.78630 -15.43277
N 20.60577 -1.89439 -16.86430
C 20.83348 -3.19746 -17.34747
C 20.61671 -0.81321 -17.69154
O 20.79634 -0.82753 -18.94379
H 21.01265 -1.78420 -14.73802
H 19.49456 -2.61444 -15.22705
H 19.66966 -0.82301 -15.34881
H 19.90492 -3.76421 -17.27913
H 21.17515 -3.16968 -18.38217
H 21.56169 -3.74637 -16.75037
H 20.47108 0.14344 -17.16633
C 25.84038 9.34200 -12.91437
N 24.87766 8.51444 -13.67556
C 25.15397 8.22483 -15.06684
C 23.75160 8.07230 -13.09072
O 23.35026 8.33603 -11.88338
H 25.90625 10.22010 -13.55677
H 26.86666 8.97519 -12.93161
H 25.50268 9.56701 -11.90272
H 24.86913 8.99802 -15.78039
H 26.18651 8.03391 -15.35926
H 24.64058 7.29683 -15.31856
H 23.08719 7.45280 -13.71281

Record 4
5
Properties=species:S:1:pos:R:3 method="wB97M-V/def2-TZVPD" homo_lumo_gap_ev=7.89 de_lowest_ev=0.068 total_energy_ev=-9978.332 homo_ev=-9.77 spin_multiplicity=1
C 1.36081 3.14894 -1.36544
C 0.83803 2.02224 -0.83119
Si 0.19949 0.51221 -0.19062
H -0.88990 0.35704 0.77577
H 0.69822 -0.80938 -0.58458

Record 5
13
Properties=species:S:1:pos:R:3 method="wB97M-V/def2-TZVPD" homo_lumo_gap_ev=10.18 smiles="C=C=NCC=C" de_lowest_ev=2.632 total_energy_ev=-6785.881 homo_ev=-9.09 spin_multiplicity=1
C -0.61394 -0.70811 -1.87112
C -0.98674 -1.19764 -0.71824
N -1.22284 -1.39481 0.47090
C -0.45232 -0.38442 1.27319
C 0.81162 0.15460 0.66326
C 0.95593 1.41148 0.25869
H -1.07551 0.22341 -2.17926
H 0.21896 -1.11159 -2.42935
H -0.18008 -0.80943 2.24246
H -1.15279 0.43851 1.45459
H 1.66430 -0.52429 0.64553
H 0.09961 2.07635 0.15487
H 1.93380 1.82595 0.03448

Record 6
25
Properties=species:S:1:pos:R:3 method="wB97M-V/def2-TZVPD" homo_lumo_gap_ev=4.83 total_energy_ev=-46416.826 homo_ev=5.01 spin_multiplicity=1 total_charge=-5
Rb 15.51552 16.57222 20.04858
N 12.11761 14.72081 20.10262
O 12.56632 15.78014 19.52331
O 12.58546 14.52591 21.25289
O 11.22248 14.09677 19.57842
N 18.84933 17.98752 19.43843
O 19.27658 18.00464 18.30515
O 18.13273 17.04561 19.76434
O 19.23000 18.83122 20.10052
N 16.07634 20.31979 20.63741
O 15.07864 19.63503 20.85288
O 15.96841 21.14862 19.61557
O 16.78755 20.46694 21.56704
N 17.76642 12.81686 20.99263
O 18.93610 13.20756 20.86244
O 16.95520 13.63009 21.11581
O 17.60728 11.58932 20.92427
N 11.23356 18.63031 23.29190
O 12.09806 19.28830 23.95560
O 10.07324 18.96788 23.20699
O 11.72111 17.60290 22.82161
N 16.76467 15.15277 17.14243
O 15.88675 14.79133 17.82752
O 17.58193 14.32896 16.77048
O 16.53830 16.39976 16.82066